No. 1
{
  "formula": "C59H61AsKN4O5P3Si",
  "method": "the ωB97M-V functional and the def2-TZVPD basis",
  "species": ["K", "C", "P", "C", "C", "C", "P", "C", "C", "H", "H", "H", "H", "H", "H", "H", "H", "H", "H", "H", "H", "H", "H", "H", "H", "O", "C", "C", "O", "C", "C", "O", "C", "O", "O", "N", "C", "C", "C", "C", "C", "N", "C", "H", "H", "H", "H", "C", "N", "C", "C", "N", "C", "H", "H", "H", "H", "H", "H", "C", "C", "As", "C", "C", "C", "C", "C", "C", "C", "C", "C", "C", "C", "C", "P", "C", "C", "C", "C", "C", "C", "C", "C", "C", "C", "C", "C", "H", "H", "H", "H", "H", "H", "H", "H", "H", "H", "H", "H", "H", "H", "H", "H", "H", "H", "H", "H", "H", "H", "H", "H", "C", "C", "C", "C", "C", "C", "Si", "C", "C", "C", "C", "C", "C", "H", "H", "H", "H", "H", "H", "H", "H", "H", "H", "H"],
  "xyz": [[0.077, -1.099, -1.317], [-3.278, -2.792, 1.639], [-1.644, -3.593, 1.410], [-1.922, -5.121, 2.408], [-1.868, -4.312, -0.287], [-0.651, -5.095, -0.838], [0.916, -4.083, -0.750], [2.138, -5.372, -0.255], [1.396, -3.900, -2.512], [-4.107, -3.434, 1.328], [-3.332, -1.866, 1.056], [-3.405, -2.533, 2.693], [-2.853, -5.620, 2.118], [-1.971, -4.871, 3.470], [-1.093, -5.820, 2.270], [-2.078, -3.476, -0.962], [-2.771, -4.929, -0.279], [-0.833, -5.372, -1.878], [-0.511, -6.019, -0.271], [3.143, -4.942, -0.259], [2.120, -6.219, -0.945], [1.930, -5.729, 0.757], [1.607, -4.867, -2.980], [2.274, -3.249, -2.581], [0.586, -3.407, -3.059], [-5.895, -2.391, -2.906], [-4.753, -2.121, -2.596], [-4.309, -1.166, -1.523], [-5.029, -0.625, -0.682], [-2.866, -0.984, -1.666], [-2.362, -1.824, -2.735], [-1.172, -1.869, -3.116], [-3.489, -2.675, -3.223], [-3.421, -3.641, -3.960], [-2.124, -0.238, -0.971], [7.337, -0.411, 1.173], [6.238, -0.738, 1.186], [4.836, -1.146, 1.310], [4.365, -1.489, 2.559], [3.040, -1.872, 2.690], [2.256, -1.894, 1.546], [2.705, -1.561, 0.342], [3.982, -1.187, 0.214], [5.029, -1.456, 3.415], [2.619, -2.145, 3.649], [1.213, -2.207, 1.597], [4.315, -0.908, -0.784], [-3.868, 0.903, -4.327], [-2.607, 1.594, -4.559], [-2.296, 2.451, -5.587], [-0.986, 2.792, -5.390], [-0.480, 2.166, -4.271], [-1.482, 1.451, -3.810], [-4.678, 1.487, -4.762], [-4.038, 0.810, -3.257], [-3.862, -0.093, -4.768], [-3.019, 2.725, -6.338], [-0.374, 3.444, -5.995], [-1.516, 0.811, -2.934], [-1.984, 1.051, 2.188], [-2.460, 2.323, 2.862], [-3.402, 1.917, 4.531], [-1.852, 1.203, 5.491], [-0.679, 1.937, 5.667], [0.395, 1.384, 6.355], [0.311, 0.092, 6.862], [-0.849, -0.647, 6.682], [-1.929, -0.087, 6.003], [-3.369, 3.717, 5.300], [-3.161, 4.857, 4.530], [-3.161, 6.120, 5.123], [-3.366, 6.251, 6.486], [-3.579, 5.117, 7.262], [-3.586, 3.861, 6.669], [-0.812, 1.255, 0.778], [0.458, 2.319, 1.667], [1.477, 1.594, 2.291], [2.496, 2.214, 3.006], [2.515, 3.597, 3.128], [1.506, 4.341, 2.528], [0.496, 3.710, 1.808], [-1.648, 2.506, -0.281], [-0.920, 3.393, -1.068], [-1.558, 4.254, -1.958], [-2.936, 4.224, -2.084], [-3.675, 3.314, -1.330], [-3.038, 2.460, -0.443], [-2.822, 0.456, 1.810], [-1.440, 0.410, 2.889], [-3.137, 2.884, 2.217], [-1.618, 2.977, 3.110], [-0.593, 2.943, 5.268], [1.303, 1.961, 6.476], [1.153, -0.339, 7.391], [-0.918, -1.657, 7.068], [-2.834, -0.667, 5.862], [-2.992, 4.777, 3.465], [-2.993, 6.997, 4.511], [-3.359, 7.232, 6.946], [-3.738, 5.211, 8.330], [-3.748, 2.983, 7.285], [1.480, 0.514, 2.193], [3.277, 1.613, 3.459], [3.310, 4.091, 3.675], [1.507, 5.421, 2.610], [-0.273, 4.314, 1.344], [0.163, 3.388, -1.040], [-0.965, 4.907, -2.586], [-3.431, 4.879, -2.792], [-4.749, 3.246, -1.455], [-3.620, 1.700, 0.069], [1.987, -3.262, -7.306], [3.227, -3.423, -6.707], [3.619, -2.594, -5.653], [2.791, -1.572, -5.158], [1.533, -1.449, -5.782], [1.139, -2.266, -6.830], [3.025, -0.465, -3.609], [4.905, -0.215, -3.257], [5.994, -1.070, -3.510], [7.279, -0.812, -3.025], [7.539, 0.320, -2.266], [6.485, 1.193, -1.999], [5.213, 0.924, -2.480], [1.676, -3.910, -8.117], [3.900, -4.202, -7.054], [4.588, -2.772, -5.208], [0.835, -0.702, -5.407], [0.153, -2.140, -7.263], [2.762, 0.910, -4.192], [5.850, -1.972, -4.086], [8.082, -1.510, -3.241], [8.529, 0.511, -1.868], [6.657, 2.083, -1.400], [4.404, 1.611, -2.238]],
  "de_lowest_kcal_mol": 13.0,
  "orbital_gap_ev": 4.4,
  "charge": -2,
  "multiplicity": 1
}



No. 2
{
  "formula": "C35H28N2O2PPt",
  "method": "the ωB97M-V functional and the def2-TZVPD basis",
  "species": ["Pt", "C", "O", "C", "C", "C", "C", "C", "C", "N", "N", "C", "C", "O", "C", "C", "C", "C", "C", "C", "C", "C", "H", "H", "H", "H", "H", "H", "H", "H", "H", "H", "H", "H", "H", "C", "C", "C", "C", "C", "C", "P", "C", "C", "C", "C", "C", "C", "C", "C", "C", "C", "C", "C", "H", "H", "H", "H", "H", "H", "H", "H", "H", "H", "H", "H", "H", "H", "H"],
  "xyz": [[-0.784, 0.170, 0.017], [-1.706, 3.503, -1.201], [-2.011, 2.108, -1.511], [-1.879, 1.590, -2.745], [-1.961, 2.429, -3.852], [-1.847, 1.893, -5.107], [-1.609, 0.533, -5.280], [-1.488, -0.329, -4.145], [-1.650, 0.191, -2.877], [-1.526, -0.568, -1.703], [-1.951, -1.807, -1.810], [-2.100, -2.488, -0.591], [-2.077, -1.898, 0.742], [-2.375, -0.640, 0.919], [-1.965, -2.759, 1.863], [-1.886, -4.148, 1.748], [-2.036, -4.701, 0.462], [-1.900, -6.103, 0.268], [-2.127, -6.692, -0.958], [-2.408, -5.890, -2.086], [-2.491, -4.513, -1.961], [-2.270, -3.904, -0.715], [-2.632, 4.108, -1.179], [-0.936, 3.885, -1.905], [-1.278, 3.383, -0.199], [-2.118, 3.520, -3.710], [-1.791, 2.544, -5.973], [-1.471, 0.146, -6.270], [-1.228, -1.393, -4.176], [-1.912, -2.318, 2.877], [-1.897, -4.764, 2.642], [-1.538, -6.679, 1.115], [-2.080, -7.763, -1.036], [-2.528, -6.289, -3.066], [-2.735, -3.945, -2.861], [0.310, 0.751, 5.626], [1.368, 1.508, 5.098], [1.592, 1.582, 3.769], [0.668, 1.033, 2.861], [-0.495, 0.449, 3.348], [-0.606, 0.232, 4.737], [0.881, 1.052, 1.039], [1.308, 2.705, 0.509], [1.900, 2.938, -0.744], [2.162, 4.211, -1.236], [1.934, 5.332, -0.426], [1.461, 5.098, 0.851], [1.080, 3.814, 1.288], [2.436, 0.090, 0.799], [3.657, 0.747, 0.687], [4.797, 0.056, 0.259], [4.762, -1.305, 0.018], [3.576, -1.967, 0.303], [2.419, -1.307, 0.768], [0.218, 0.624, 6.697], [2.037, 2.057, 5.760], [2.474, 2.079, 3.359], [-1.301, 0.238, 2.668], [-1.473, -0.390, 5.078], [2.261, 2.125, -1.341], [2.592, 4.252, -2.270], [2.044, 6.351, -0.777], [1.322, 5.921, 1.503], [0.740, 3.602, 2.293], [3.663, 1.844, 0.864], [5.720, 0.623, 0.045], [5.621, -1.793, -0.482], [3.517, -3.077, 0.233], [1.549, -1.891, 1.076]],
  "de_lowest_kcal_mol": 26.8,
  "orbital_gap_ev": [5.8, 3.8],
  "charge": 3,
  "multiplicity": 5
}



No. 3
{
  "formula": "C6H8",
  "method": "the ωB97M-V functional and the def2-TZVPD basis",
  "species": ["C", "C", "C", "C", "C", "C", "H", "H", "H", "H", "H", "H", "H", "H"],
  "xyz": [[-0.379, 0.079, -2.889], [-0.493, -0.492, -1.817], [-0.875, -0.491, -0.427], [0.221, -0.568, 0.642], [0.123, 0.303, 1.865], [1.153, 0.594, 0.811], [-0.164, -0.023, -3.916], [-1.207, 0.510, -0.972], [-1.778, -1.054, -0.153], [0.678, -1.550, 0.821], [0.463, -0.088, 2.822], [-0.738, 0.961, 1.929], [0.992, 1.444, 0.157], [2.197, 0.395, 1.039]],
  "de_lowest_kcal_mol": 84.2,
  "orbital_gap_ev": 10.0,
  "charge": 0,
  "multiplicity": 1,
  "smiles": "C#CCC1CC1"
}



No. 4
{
  "formula": "C6H15N2OP",
  "method": "the ωB97M-V functional and the def2-TZVPD basis",
  "species": ["C", "C", "C", "C", "C", "C", "N", "N", "O", "P", "H", "H", "H", "H", "H", "H", "H", "H", "H", "H", "H", "H", "H", "H", "H"],
  "xyz": [[1.149, 3.199, 0.114], [0.795, 1.934, 0.154], [-0.331, -0.049, -2.430], [-2.077, -0.804, -0.968], [0.296, -1.061, 2.262], [1.961, -2.530, 1.414], [-0.972, 0.066, -1.111], [1.506, -1.332, 2.033], [-1.849, 1.664, 0.849], [-0.915, 1.537, -0.278], [2.015, 3.639, 0.607], [0.406, 3.950, -0.179], [1.366, 1.113, 0.740], [-1.065, -0.166, -3.229], [0.273, 0.822, -2.511], [0.341, -0.919, -2.589], [-2.805, -0.423, -0.263], [-2.769, -1.098, -1.858], [-1.806, -1.643, -0.344], [-0.615, -1.684, 2.407], [0.056, -0.146, 2.627], [-1.210, 2.495, -1.295], [2.579, -2.925, 2.197], [1.239, -3.355, 1.144], [2.431, -2.283, 0.507]],
  "de_lowest_kcal_mol": 69.3,
  "orbital_gap_ev": 10.1,
  "charge": 0,
  "multiplicity": 1,
  "smiles": "C=C[P@H](=O)N(C)C.C=NC"
}



No. 5
{
  "formula": "C4H13N3O",
  "method": "the ωB97M-V functional and the def2-TZVPD basis",
  "species": ["C", "C", "N", "N", "N", "H", "H", "H", "H", "H", "H", "H", "H", "H", "C", "C", "O", "H", "H", "H", "H"],
  "xyz": [[1.090, -0.723, 0.424], [2.505, -0.205, 0.387], [-0.009, 0.468, -0.260], [-0.201, 0.482, -1.659], [0.322, 1.795, 0.183], [0.543, 1.032, -2.082], [-1.093, 0.952, -1.833], [-0.571, 2.303, 0.213], [0.650, 1.728, 1.142], [0.916, -1.511, -0.301], [0.813, -1.078, 1.415], [2.650, 0.595, 1.112], [2.761, 0.165, -0.603], [3.187, -1.017, 0.652], [-2.063, -1.238, -0.168], [-1.598, 0.050, 0.492], [-2.287, 1.083, 0.403], [-1.025, -0.220, 1.447], [-2.330, -1.050, -1.206], [-2.946, -1.584, 0.370], [-1.315, -2.025, -0.127]],
  "de_lowest_kcal_mol": 102.6,
  "orbital_gap_ev": 9.0,
  "charge": 0,
  "multiplicity": 1,
  "smiles": "CC[N+](N)(N)[C@H](C)[O-]"
}



No. 6
{
  "formula": "C5H14N2O2",
  "method": "the ωB97M-V functional and the def2-TZVPD basis",
  "species": ["C", "C", "C", "N", "C", "C", "N", "O", "H", "H", "H", "H", "H", "H", "H", "H", "H", "H", "H", "H", "H", "H", "O"],
  "xyz": [[0.363, -1.034, 1.848], [0.174, -2.599, 1.771], [0.289, -0.407, 0.464], [-0.918, -0.829, -0.224], [-0.930, -0.645, -1.700], [-0.195, 0.659, -1.963], [-0.843, 1.831, -1.728], [0.918, 0.701, -2.454], [1.303, -0.900, 2.386], [-0.452, -0.725, 2.521], [0.806, -2.994, 2.557], [-0.814, -3.033, 1.800], [0.577, -2.878, 0.777], [1.176, -0.601, -0.145], [0.384, 0.674, 0.641], [-1.230, -1.750, 0.028], [-1.966, -0.612, -2.047], [-0.513, -1.397, -2.385], [-1.577, 2.019, -1.076], [-0.218, 2.598, -1.938], [0.479, 1.808, 2.002], [0.312, 2.427, 3.285], [1.066, 2.150, 2.709]],
  "de_lowest_kcal_mol": 36.3,
  "orbital_gap_ev": 9.7,
  "charge": 0,
  "multiplicity": 1,
  "smiles": "CCCNCC(N)=O.O"
}



No. 7
{
  "formula": "C32H44AsN4O12SSbY",
  "method": "the ωB97M-V functional and the def2-TZVPD basis",
  "species": ["Y", "O", "As", "O", "O", "C", "C", "C", "C", "C", "C", "S", "O", "O", "O", "H", "H", "H", "H", "H", "O", "C", "C", "O", "C", "C", "O", "C", "O", "O", "C", "C", "N", "C", "C", "N", "C", "C", "H", "H", "H", "H", "H", "H", "H", "H", "H", "H", "H", "H", "O", "N", "C", "C", "C", "C", "C", "C", "C", "C", "N", "C", "C", "C", "C", "H", "H", "H", "H", "H", "H", "H", "H", "H", "H", "H", "H", "H", "H", "H", "H", "H", "H", "C", "Sb", "C", "C", "H", "H", "H", "H", "H", "H", "H", "H", "H"],
  "xyz": [[0.594, -0.549, 0.733], [4.470, -1.868, 2.415], [3.458, -0.794, 1.485], [1.973, -0.725, 2.295], [3.511, -1.196, -0.113], [4.213, 0.933, 1.882], [5.455, 1.013, 2.492], [5.962, 2.239, 2.906], [5.227, 3.395, 2.717], [3.986, 3.337, 2.095], [3.483, 2.115, 1.676], [1.872, 2.141, 0.913], [1.682, 3.454, 0.357], [0.904, 1.721, 1.923], [1.924, 1.067, -0.115], [4.003, -2.716, 2.488], [6.023, 0.107, 2.657], [6.932, 2.285, 3.384], [5.615, 4.348, 3.052], [3.408, 4.234, 1.920], [-1.102, -5.660, 4.113], [-0.722, -4.855, 3.303], [-1.563, -3.813, 2.577], [-2.775, -3.668, 2.662], [-0.628, -3.062, 1.780], [0.683, -3.565, 1.830], [1.630, -3.094, 1.143], [0.720, -4.680, 2.811], [1.683, -5.318, 3.173], [-0.899, -2.007, 1.050], [0.219, 1.508, -2.567], [0.097, 2.383, -3.835], [-1.302, 2.673, -4.144], [-2.020, 1.406, -4.277], [-2.016, 0.625, -2.946], [-1.139, 1.330, -1.969], [-1.682, 2.689, -1.677], [-1.880, 3.420, -3.028], [0.841, 1.960, -1.805], [0.600, 0.510, -2.769], [0.549, 1.881, -4.691], [0.618, 3.330, -3.688], [-1.548, 0.828, -5.072], [-3.046, 1.617, -4.579], [-1.609, -0.382, -3.031], [-2.996, 0.552, -2.478], [-0.955, 3.174, -1.028], [-2.605, 2.564, -1.118], [-1.417, 4.406, -2.988], [-2.944, 3.554, -3.228], [-1.349, 1.125, 0.373], [-1.091, 0.420, -0.778], [-6.950, 0.368, -1.679], [-5.680, -0.125, -1.036], [-5.412, -1.490, -0.937], [-4.263, -1.958, -0.311], [-3.967, -3.430, -0.196], [-3.368, -1.045, 0.245], [-3.625, 0.313, 0.173], [-4.765, 0.765, -0.496], [-2.792, 1.338, 0.722], [-2.865, 1.562, 2.199], [-2.177, 0.470, 3.022], [-4.343, 1.609, 2.582], [-2.242, 2.926, 2.475], [-7.170, -0.177, -2.598], [-6.882, 1.429, -1.922], [-7.805, 0.239, -1.012], [-6.123, -2.204, -1.341], [-4.881, -4.022, -0.262], [-3.481, -3.648, 0.756], [-3.297, -3.758, -0.995], [-2.487, -1.415, 0.754], [-4.930, 1.835, -0.572], [-2.507, -0.528, 2.735], [-2.408, 0.611, 4.079], [-1.092, 0.519, 2.925], [-4.830, 0.641, 2.463], [-4.886, 2.346, 1.988], [-4.405, 1.899, 3.632], [-1.187, 2.948, 2.217], [-2.341, 3.161, 3.537], [-2.766, 3.692, 1.898], [1.605, -1.813, -3.730], [1.222, -2.329, -1.679], [2.703, -3.835, -1.620], [-0.376, -3.701, -2.068], [1.707, -2.735, -4.304], [2.537, -1.249, -3.788], [0.806, -1.214, -4.171], [2.806, -4.267, -2.616], [2.387, -4.592, -0.906], [3.639, -3.399, -1.281], [-0.027, -4.489, -2.736], [-1.236, -3.198, -2.515], [-0.694, -4.137, -1.121]],
  "de_lowest_kcal_mol": 79.2,
  "orbital_gap_ev": 6.8,
  "charge": -1,
  "multiplicity": 1
}



No. 8
{
  "formula": "C2H16B2ClMgO2",
  "method": "the ωB97M-V functional and the def2-TZVPD basis",
  "species": ["Mg", "Cl", "B", "H", "H", "H", "H", "B", "H", "H", "H", "H", "C", "O", "H", "H", "H", "H", "C", "O", "H", "H", "H", "H"],
  "xyz": [[-1.957, -0.574, -0.057], [-0.260, -0.701, 0.279], [-2.498, 0.842, 0.433], [-3.082, 1.462, 1.095], [-1.680, 0.328, 0.914], [-3.093, 0.146, -0.138], [-2.067, 1.551, -0.258], [-2.065, -0.671, -1.575], [-3.072, -0.392, -1.310], [-1.408, 0.143, -1.308], [-1.800, -1.487, -0.921], [-1.835, -0.859, -2.613], [2.271, 0.315, 2.209], [1.668, -0.977, 2.010], [3.352, 0.253, 2.085], [2.030, 0.997, 1.394], [2.106, 0.641, 3.236], [1.111, -0.947, 1.229], [2.387, -0.034, -1.157], [1.044, 0.508, -1.377], [2.423, -1.123, -1.170], [3.069, 0.179, -1.980], [2.811, 0.424, -0.264], [0.544, -0.024, -0.754]],
  "orbital_gap_ev": 8.3,
  "charge": -1,
  "multiplicity": 1
}



E_tot list, top to bottom, in eV: -191279.940; -56327.152; -6347.133; -20779.386; -10873.228; -12486.752; -143684.697; -25729.377